1.
Formula: C9H21N2O
Source: OMol25
Level of theory: ωB97M-V with the def2-TZVPD basis set

Last column: Löwdin charge in e.
Cartesian coordinates (Å):
C 0.042 -1.049 -0.109  -0.34
C 3.516 -2.139 0.078  -0.10
C -2.384 -0.189 1.544  -0.04
C -2.864 0.243 -0.884  -0.08
C 0.518 2.393 0.844  -0.05
C -0.164 2.120 -1.708  -0.02
C 2.140 -2.392 0.417  -0.23
C -1.908 0.573 0.281  -0.37
C 0.356 1.400 -0.383  -0.33
N 1.354 -1.184 0.171  0.11
N -0.529 0.226 -0.057  0.00
O -0.735 -1.996 -0.355  0.23
H 3.804 -1.088 0.328  0.08
H 4.363 -2.644 0.757  0.14
H 3.931 -2.293 -0.981  0.11
H -1.789 0.334 2.376  0.10
H -3.471 -0.073 1.853  0.11
H -2.186 -1.225 1.585  0.05
H -2.792 -0.731 -1.384  0.06
H -2.741 0.915 -1.837  0.10
H -3.983 0.150 -0.590  0.11
H 0.766 3.417 0.445  0.09
H -0.486 2.592 1.416  0.10
H 1.243 1.803 1.547  0.10
H -0.711 3.003 -1.587  0.07
H -0.809 1.445 -2.216  0.05
H 0.679 2.355 -2.296  0.07
H 1.633 -3.186 0.042  0.09
H 2.170 -2.485 1.461  0.12
H -1.883 1.760 0.243  0.17
H 1.409 1.096 -0.650  0.13
H 1.956 -0.312 0.356  0.17
H -0.445 -2.838 -0.709  0.17

The calculation puts the relative energy (zero: lowest compared OMol25 entry of this formula, charge and spin) at 188.0 kJ/mol. Its spin multiplicity is 1. As for the LUMO energy: -2.942 eV. The charge is +1.

---

2.
Formula: C21H17N3O2S3
Source: OMol25
Level of theory: ωB97M-V with the def2-TZVPD basis set

Last column: Löwdin charge in e.
Cartesian coordinates (Å):
C -1.823 2.854 -3.269  0.02
C -1.498 1.777 -3.958  -0.16
C -0.620 0.659 -3.477  -0.18
N -0.300 0.746 -2.066  0.00
C -1.208 0.376 -1.133  -0.56
N -1.007 0.453 0.150  0.03
C 0.176 0.962 0.542  -0.51
C 1.180 1.401 -0.309  -0.10
C 2.327 1.877 0.410  -0.27
C 2.132 1.768 1.759  -0.34
S 0.605 1.105 2.208  1.08
H 2.809 2.059 2.537  0.07
C 3.545 2.426 -0.140  -0.46
C 4.769 2.452 0.481  -0.13
C 5.750 3.128 -0.262  -0.19
C 5.260 3.627 -1.429  -0.40
S 3.606 3.250 -1.662  1.11
H 5.784 4.181 -2.183  0.06
H 6.771 3.239 0.057  0.10
H 4.960 1.980 1.428  0.11
C 0.972 1.273 -1.729  -0.35
O 1.752 1.547 -2.616  0.01
S -2.736 -0.256 -1.704  1.07
C -3.699 -0.395 -0.164  -0.33
C -3.511 -1.746 0.532  -0.53
O -4.345 -2.618 0.445  0.07
N -2.351 -1.802 1.224  0.13
C -1.834 -2.853 1.987  -0.21
C -2.491 -4.069 2.152  -0.01
C -1.914 -5.058 2.927  -0.08
C -0.690 -4.854 3.541  -0.10
C -0.036 -3.644 3.377  -0.09
C -0.602 -2.648 2.606  -0.03
H -0.095 -1.701 2.482  0.07
H 0.918 -3.473 3.853  0.10
H -0.247 -5.632 4.144  0.10
H -2.429 -5.999 3.051  0.10
H -3.444 -4.230 1.676  0.10
H -1.753 -0.978 1.155  0.09
H -3.415 0.439 0.474  0.08
H -4.738 -0.307 -0.482  0.09
H -1.095 -0.307 -3.680  0.10
H 0.336 0.702 -4.013  0.13
H -1.848 1.642 -4.971  0.10
H -2.445 3.624 -3.690  0.06
H -1.482 3.023 -2.260  0.07

The calculation puts the relative energy (zero: lowest compared OMol25 entry of this formula, charge and spin) at 35.4 kJ/mol. Its spin multiplicity is 1. As for the LUMO energy: 0.133 eV.

---

3.
Formula: C6H10FO5PPd
Source: OMol25
Level of theory: ωB97M-V with the def2-TZVPD basis set

Last column: Löwdin charge in e.
Cartesian coordinates (Å):
O 2.796 1.395 0.403  -0.29
P 2.868 0.062 -0.184  0.84
C 1.472 -0.251 -1.433  -0.52
O 1.632 -1.139 -2.305  -0.02
O 0.388 0.411 -1.421  0.08
C -0.767 -0.173 -0.722  -0.21
C -1.636 1.010 -0.295  -0.06
C -1.113 1.693 0.971  -0.17
O 0.120 2.316 0.752  0.07
C -0.392 -1.129 0.392  -0.04
C -1.521 -1.666 1.250  -0.43
O -1.307 -2.606 1.959  0.22
F -2.709 -1.114 1.170  0.19
H 4.062 -0.116 -0.918  0.08
H 2.729 -1.023 0.720  0.05
H -1.345 -0.711 -1.470  0.18
H -1.571 1.709 -1.122  0.15
H -2.677 0.743 -0.217  0.14
H -1.830 2.493 1.196  0.17
H -1.026 1.033 1.819  0.13
H 0.112 2.679 -0.142  0.12
H 0.318 -0.649 1.058  0.14
H 0.148 -2.056 0.038  0.10
Pd 1.247 -2.913 -1.499  1.06

The calculation puts the relative energy (zero: lowest compared OMol25 entry of this formula, charge and spin) at 0.0 kJ/mol. Its spin multiplicity is 1. As for the LUMO energy: -14.419 eV. The charge is +2.

---

4.
Formula: C39H78I3N2O15PS3
Source: OMol25
Level of theory: ωB97M-V with the def2-TZVPD basis set

Last column: Löwdin charge in e.
Cartesian coordinates (Å):
C 0.122 -4.666 3.652  -0.10
C 0.551 -6.020 2.810  -0.25
N 0.601 -5.721 1.318  -0.23
C 2.069 -5.685 0.937  -0.28
C 2.320 -5.258 -0.656  -0.11
C -0.163 -6.809 0.596  -0.98
S 0.508 -8.245 -0.049  0.61
S -2.036 -6.610 0.414  0.76
C -2.427 -5.172 -0.753  -0.45
C -3.397 -4.055 -0.005  -0.25
C -2.527 -3.021 0.982  -0.27
N -3.303 -1.786 1.360  -0.11
C -2.681 -0.496 0.874  -0.66
I -2.551 -0.742 -1.345  0.98
C -3.770 0.685 1.184  -0.25
P -5.222 0.827 -0.048  0.68
O -4.923 1.808 -1.293  -0.43
O -5.938 -0.693 -0.527  -0.25
O -6.509 1.672 0.844  -0.24
C -1.167 -0.205 1.537  -0.28
C -1.079 -0.741 3.122  -0.11
C -1.836 0.246 4.187  -0.27
C -0.883 1.421 4.841  -0.61
I 0.339 0.662 6.518  0.79
O -0.818 1.189 1.599  -0.15
C 0.511 1.564 1.063  -0.41
C 0.452 3.198 1.158  -0.12
C 1.802 4.027 1.441  -0.28
C 2.270 4.094 3.047  -0.62
I 2.330 6.193 3.764  0.65
C 0.433 1.211 -0.560  -0.16
C 1.545 1.920 -1.496  -0.14
C 2.605 0.735 -2.014  -0.21
O 1.856 -0.008 -3.081  -0.26
C 2.666 -1.262 -3.218  -0.11
S 1.960 0.734 1.892  0.85
C 3.663 1.227 1.268  -0.14
O 1.979 -0.839 1.732  -0.41
O 2.011 0.934 3.458  -0.45
H 0.028 -3.762 2.901  0.07
H -0.917 -4.834 4.169  0.08
H 0.930 -4.403 4.490  0.09
H -0.240 -6.872 3.000  0.12
H 1.587 -6.423 3.204  0.13
H 2.611 -4.835 1.565  0.13
H 2.633 -6.685 1.187  0.10
H 2.870 -6.164 -1.191  0.08
H 1.256 -5.157 -1.181  0.07
H 2.971 -4.281 -0.764  0.07
H -3.008 -5.639 -1.677  0.10
H -1.418 -4.657 -1.049  0.08
H -4.088 -4.668 0.744  0.11
H -4.033 -3.480 -0.811  0.09
H -1.442 -2.841 0.584  0.10
H -2.392 -3.643 1.993  0.12
H -4.324 -1.853 1.158  0.10
H -3.332 1.761 1.316  0.13
H -4.268 0.406 2.233  0.11
H -6.939 -0.626 -0.429  0.05
H -6.156 1.845 1.765  0.06
H -0.470 -0.926 0.939  0.12
H -1.498 -1.821 3.268  0.10
H 0.058 -0.792 3.484  0.11
H -2.183 -0.433 5.100  0.10
H -2.798 0.777 3.792  0.09
H -0.273 2.044 4.050  0.04
H -1.637 2.201 5.340  0.06
H -0.353 3.548 1.969  0.15
H 0.002 3.587 0.123  0.15
H 1.550 5.171 1.193  0.08
H 2.737 3.787 0.781  0.09
H 1.549 3.495 3.753  0.04
H 3.390 3.694 3.136  0.06
H 0.427 0.062 -0.788  0.09
H -0.635 1.615 -0.906  0.11
H 2.080 2.866 -1.075  0.07
H 0.994 2.273 -2.495  0.14
H 3.544 1.225 -2.515  0.14
H 2.846 -0.028 -1.160  0.11
H 2.644 -1.690 -4.307  0.10
H 3.786 -0.932 -2.977  0.10
H 2.357 -2.047 -2.386  0.10
H 4.338 0.273 1.023  0.11
H 4.252 1.817 2.101  0.09
H 3.670 1.879 0.299  0.06
O 3.416 4.148 -1.770  0.03
C 3.226 4.527 -2.926  -0.49
O 3.841 3.911 -3.958  0.00
C 3.531 4.140 -5.343  -0.22
C 4.312 5.322 -5.883  -0.06
C 2.389 5.742 -3.199  0.02
H 2.452 4.242 -5.496  0.12
H 3.834 3.235 -5.881  0.11
H 4.049 6.247 -5.364  0.07
H 4.118 5.457 -6.951  0.08
H 5.386 5.170 -5.736  0.09
H 3.012 6.637 -3.116  0.10
H 1.591 5.788 -2.452  0.09
H 1.896 5.722 -4.169  0.07
O -8.863 -1.541 -0.723  0.07
C -9.390 -1.923 0.322  -0.49
O -9.054 -3.114 0.862  0.00
C -9.454 -3.555 2.171  -0.23
C -10.816 -4.219 2.125  -0.07
C -10.486 -1.120 0.959  0.01
H -9.408 -2.737 2.895  0.11
H -8.708 -4.291 2.491  0.13
H -11.592 -3.522 1.798  0.07
H -11.091 -4.605 3.111  0.08
H -10.813 -5.048 1.410  0.09
H -11.442 -1.384 0.498  0.10
H -10.284 -0.058 0.784  0.10
H -10.547 -1.244 2.037  0.07
O 7.814 1.506 5.917  0.07
C 6.785 1.035 6.401  -0.51
O 6.147 0.013 5.793  -0.01
C 5.067 -0.735 6.377  -0.23
C 3.737 -0.055 6.119  -0.13
C 6.166 1.656 7.620  0.00
H 5.245 -0.922 7.440  0.11
H 5.068 -1.715 5.888  0.12
H 3.696 0.936 6.580  0.06
H 2.913 -0.655 6.514  0.01
H 3.585 0.091 5.045  0.06
H 5.523 2.487 7.316  0.10
H 6.968 2.038 8.259  0.09
H 5.601 0.953 8.227  0.07
O 4.395 1.607 -8.057  0.08
C 3.744 2.253 -8.878  -0.50
O 2.587 2.848 -8.518  -0.02
C 1.865 3.785 -9.336  -0.23
C 0.933 3.065 -10.289  -0.07
C 4.174 2.308 -10.315  0.01
H 2.548 4.469 -9.850  0.11
H 1.272 4.401 -8.651  0.12
H 1.484 2.427 -10.986  0.07
H 0.344 3.782 -10.869  0.08
H 0.250 2.413 -9.736  0.09
H 3.781 1.434 -10.843  0.10
H 5.267 2.288 -10.350  0.10
H 3.869 3.218 -10.826  0.07

Its spin multiplicity is 1. As for the LUMO energy: -0.489 eV.